No. 1
Computed, not measured: the molecule C11H10N2OS, with ωB97M-V/def2-TZVPD.

Geometry as XYZ:
```
25
Properties=species:S:1:pos:R:3:forces:R:3
C -3.45354 -1.43679 -1.51869 3.3 1.7 -1.0
C -2.50909 -0.65708 -2.21486 -0.2 -1.3 1.6
C -3.05911 -2.07592 -0.39994 -1.0 -1.0 1.3
C -1.26092 -0.48307 -1.77314 3.3 0.9 2.5
C -1.79117 -1.84926 0.20175 -1.9 -0.2 -1.4
C 4.22319 1.84129 0.64763 -2.1 -1.0 0.0
C 4.19622 0.82879 1.56186 0.6 1.5 -1.1
C -0.92771 -0.96702 -0.47177 0.0 -1.6 1.3
C 2.21882 1.10345 0.65659 0.2 -1.8 0.9
C 0.32528 -0.75437 0.35389 0.6 2.2 -1.2
C 0.81678 0.86473 0.38890 -2.3 -1.3 -2.9
N 2.96475 1.95771 0.05996 0.9 1.1 0.0
N 2.90645 0.37387 1.60157 1.6 0.7 -0.3
O 0.87248 -1.64152 0.94698 0.1 0.5 0.1
S -0.30190 1.56448 1.63749 0.4 1.9 0.3
H -4.30014 -1.48877 -2.07699 -3.0 -0.8 -0.6
H -2.71014 -0.26843 -3.12206 -1.1 1.2 -3.0
H -3.84537 -2.74730 0.00544 1.0 0.3 0.3
H -0.41953 0.05936 -2.27784 -1.3 -0.4 0.1
H -1.66468 -2.44953 1.10762 0.8 0.8 -0.2
H 4.96957 2.50110 0.35376 1.3 0.7 -0.3
H 5.08323 0.46284 2.02384 -0.1 -0.6 0.8
H 0.55449 1.25027 -0.73330 0.7 -0.7 2.8
H 2.76050 -0.49452 2.04587 -1.3 -0.8 0.2
H 0.20849 2.91799 1.72189 -0.6 -2.1 -0.4
```
Forces are in eV/Å.

Computed properties:
- SMILES string: O=C(c1ccccc1)[C@@H](S)c1ncc[nH]1
- Energy: -1008.0477 a.u.
- Energy relative to the best compared isomer or geometry (same formula, charge and spin): 48.5 kcal per mole

=====

No. 2
Computed, not measured: a cluster of 2 separate species, C11H10O in total, with ωB97M-V/def2-TZVPD.

Geometry as XYZ:
```
22
Properties=species:S:1:pos:R:3:forces:R:3
C -0.69896 -1.65807 -2.79150 1.5 -3.1 0.1
C -0.16242 -1.19532 -1.41326 -0.5 -2.4 -2.0
C 0.81712 -2.02433 -0.77237 -1.5 1.3 2.0
C 1.16778 -1.62435 0.52517 -2.5 -0.4 1.3
C 0.54514 -0.36612 1.11728 2.5 0.0 -0.8
C 0.92420 0.10100 2.43115 -2.5 2.8 -0.6
C 0.63517 1.55407 2.58676 0.9 -3.6 0.5
C 0.07887 2.35309 1.60730 -0.2 1.8 0.7
C -0.42645 1.85191 0.44325 -1.5 2.2 -0.7
C -0.13488 0.58060 0.20926 -0.4 -5.4 -0.3
C -0.71835 -0.07195 -0.94268 2.7 1.7 -1.9
H -1.80583 -1.84874 -2.83168 1.3 0.4 -0.1
H -0.08062 -2.58299 -3.26672 -1.6 1.3 1.8
H -0.30547 -1.00661 -3.50511 -0.4 1.8 -1.3
H 0.84958 -2.96937 -1.32017 1.2 0.0 0.8
H 1.47991 -2.30999 1.38022 0.4 0.8 -1.7
H 1.07019 -0.53297 3.36951 0.4 0.9 -1.8
H 0.82121 1.97108 3.55941 0.2 0.3 0.2
H -0.02734 3.42105 1.80773 0.0 -0.3 0.2
H -1.12300 2.31863 -0.34355 1.6 0.0 1.6
H -2.49548 0.91782 -1.03140 3.6 -0.2 -3.9
O -1.31830 0.70236 -1.97754 -5.0 0.1 5.8
```
Forces are in eV/Å.

Computed properties:
- Energy: -500.1909 a.u.
- Energy relative to the best compared isomer or geometry (same formula, charge and spin): 131.2 kcal per mole

=====

No. 3
Computed, not measured: the molecule C11H10O, with ωB97M-V/def2-TZVPD.

Geometry as XYZ:
```
22
Properties=species:S:1:pos:R:3:forces:R:3
C 2.63282 -1.09514 -0.08700 -0.1 -0.9 1.5
C 1.68378 -2.01488 0.42293 2.5 0.7 -1.3
C 2.09284 0.13044 -0.28225 0.9 1.7 -0.3
C 0.36490 -1.84936 0.53862 -1.1 1.5 -0.2
C 0.73195 0.38665 -0.21825 -0.7 -0.5 -1.4
C -0.19274 -0.58425 0.13403 1.7 -2.2 1.0
C -0.04076 2.58881 0.22978 0.1 0.5 -1.1
C -0.17718 3.52233 0.95492 -0.5 1.2 1.7
C -2.42085 -1.26573 -0.31961 -0.2 -0.9 0.8
C 0.20700 1.65716 -0.85963 -0.2 -0.2 1.6
C -1.61111 -0.35797 0.15959 1.1 2.4 -0.6
O -3.76682 -1.17680 -0.38266 0.9 -3.2 -1.4
H 3.72735 -1.36647 -0.06225 -1.4 0.6 -0.2
H 2.12308 -2.88978 0.71698 0.7 -2.5 0.8
H 2.69451 1.02011 -0.44638 0.3 -0.2 -0.4
H -0.13186 -2.70093 0.98176 -0.8 0.4 0.0
H -4.02907 -0.34377 -0.10925 -0.8 2.7 0.9
H -0.36007 4.28902 1.70154 0.2 -0.6 -0.6
H -1.88547 -2.21063 -0.50308 -1.4 0.0 -0.4
H 0.88173 2.14586 -1.56010 0.0 -0.4 -0.2
H -0.76273 1.40209 -1.27852 0.2 0.2 -0.7
H -1.76131 0.71325 0.26885 -1.3 -0.2 0.5
```
Forces are in eV/Å.

Computed properties:
- SMILES string: C#CCc1ccccc1/C=C/O
- Energy: -500.2668 a.u.
- Energy relative to the best compared isomer or geometry (same formula, charge and spin): 83.6 kcal per mole

=====

No. 4
Computed, not measured: the molecule C11H11ClN4, with ωB97M-V/def2-TZVPD.

Geometry as XYZ:
```
27
Properties=species:S:1:pos:R:3:forces:R:3
Cl -1.41841 -4.71546 2.08132 0.8 2.3 -1.9
N 0.26138 0.75541 0.22278 2.2 2.9 -0.3
N 1.37278 1.19876 0.70604 -2.1 -2.7 -0.7
N -0.10816 -2.32522 1.86807 -1.2 -3.9 1.6
N 0.28068 -1.09865 1.65982 -1.1 0.1 -2.3
C -3.00867 -2.71851 -1.81428 -1.0 -0.2 -0.9
C -2.58625 -1.50302 -2.24302 2.6 6.2 -1.7
C -0.91807 -3.14352 1.14816 2.9 1.5 4.8
C -0.16351 -0.56847 0.50618 1.3 -0.7 1.1
C -2.39621 -3.28681 -0.77693 -0.4 -1.9 2.3
C -1.54700 -0.75760 -1.58126 -2.0 -2.4 0.2
C -1.38818 -2.65144 -0.00976 -2.2 0.8 -2.9
C -1.02682 -1.30771 -0.38307 1.0 0.6 0.3
C 3.18669 2.54752 -0.26598 0.9 0.6 2.7
C 1.70746 3.43436 1.67305 0.5 -0.1 0.3
C 1.82895 2.55697 0.37905 -2.0 1.6 -0.2
H -3.87357 -3.14307 -2.28214 -0.2 -0.5 -0.1
H -2.97587 -0.82683 -3.12150 0.2 -2.2 1.6
H -2.86873 -4.18796 -0.33059 0.8 0.4 -0.5
H -1.25124 0.23490 -1.85475 0.0 0.2 -0.3
H 3.16759 1.97547 -1.10856 -0.2 -1.2 -2.8
H 3.83858 1.95756 0.36910 0.5 0.2 0.4
H 3.63146 3.55156 -0.43070 -0.6 -0.7 0.1
H 1.96664 2.83463 2.60014 -0.8 0.6 -1.0
H 2.45883 4.26971 1.68407 -0.7 -0.7 -0.4
H 0.68001 3.88625 1.66022 1.0 -0.6 0.6
H 1.14964 3.03116 -0.35546 -0.1 -0.4 0.2
```
Forces are in eV/Å.

Computed properties:
- SMILES string: CC(C)/N=N/c1nnc(Cl)c2ccccc12
- Energy: -1104.8383 a.u.

=====

No. 5
Computed, not measured: a cluster of 3 separate species, C11H11F5O11S in total, with ωB97M-V/def2-TZVPD.

Geometry as XYZ:
```
39
Properties=species:S:1:pos:R:3:forces:R:3
O 2.22776 -5.72638 -4.00032 -2.3 8.3 -0.5
C 1.82234 -4.44440 -4.08344 1.5 -5.5 0.9
C 2.69342 -3.16895 -3.53569 -0.1 -0.2 -1.3
C 2.31741 -2.66328 -2.02287 1.9 -0.1 0.1
C 2.34531 -0.99607 -1.89257 0.6 0.7 0.8
F 2.52188 -0.73659 -0.41529 -1.0 -0.2 -4.8
F 3.55545 -0.43417 -2.54537 -4.5 -1.7 2.1
F 1.10874 -0.35576 -2.42366 4.4 -1.9 2.0
C 1.10156 -3.37384 -1.18512 -2.0 -0.2 -0.4
O 1.56676 -3.79983 0.17697 2.4 1.1 -2.8
S 3.24979 -4.02474 0.02497 3.7 -2.8 2.7
O 3.80233 -3.54153 1.39162 -2.2 -1.6 -5.8
O 3.77584 -5.40740 -0.52103 -3.0 5.8 2.3
O 3.58452 -2.99052 -1.28798 -2.7 -0.8 1.5
H 0.75963 -4.22785 -4.53680 2.0 -0.3 0.8
H 3.82627 -3.48842 -3.55613 -2.4 0.7 0.3
H 2.56384 -2.29016 -4.32584 0.1 -1.8 1.8
H 0.61915 -4.37176 -1.56796 1.5 2.0 -0.2
H 0.19430 -2.61217 -1.16010 2.1 -1.4 0.6
C 0.02797 1.37762 2.45027 0.3 -0.3 1.2
C 0.06177 0.72767 1.10934 0.0 -0.7 -0.2
O -0.67359 1.61293 0.29543 0.4 0.7 0.3
C -0.49209 2.84221 0.85452 -0.5 2.7 -0.9
O -0.74017 3.89442 0.28955 0.4 -2.4 1.3
O 0.00966 2.75283 2.12405 -0.2 0.3 -1.3
F -0.58053 -0.46168 1.13356 0.0 -0.4 -0.2
H -0.87357 1.12767 3.01961 0.0 -0.1 -0.2
H 0.90460 1.12975 3.05483 -0.1 0.2 -0.1
H 1.06865 0.59953 0.69790 -0.2 -0.1 0.0
C -3.69963 5.09059 2.01594 0.8 1.0 -0.5
C -3.58723 3.62325 2.25253 0.4 -0.3 0.3
O -4.79506 3.30101 2.90382 -0.3 0.4 -0.6
C -5.70030 4.20834 2.44126 -3.4 0.1 0.3
O -6.90870 4.09009 2.55807 3.0 0.3 -0.2
O -5.08903 5.26448 1.82289 -0.7 -0.9 0.4
F -2.56400 3.34707 3.09180 0.2 -0.3 0.1
H -3.37576 5.68459 2.87714 0.1 -0.3 0.0
H -3.13796 5.41414 1.13546 -0.2 0.0 0.1
H -3.49134 3.02731 1.33865 0.1 0.0 0.1
```
Forces are in eV/Å.

Computed properties:
- SMILES string: O=CC[C@@]1(C(F)(F)F)COS(=O)(=O)O1.O=C1OC[C@@H](F)O1.O=C1OC[C@@H](F)O1
- Energy: -2150.7118 a.u.

=====

No. 6
Computed, not measured: a structure of composition C11H11IrNO7S2, with ωB97M-V/def2-TZVPD.

Geometry as XYZ:
```
33
Properties=species:S:1:pos:R:3:forces:R:3
Ir -0.10727 -0.26477 -0.47213 0.0 -0.6 -0.3
O -0.49532 3.93422 -1.55918 0.1 -0.1 -0.1
C -0.54531 2.71119 -1.11351 0.0 0.1 0.0
O 0.07403 1.76893 -1.58386 0.1 0.1 0.0
C -1.45034 2.51441 0.06193 0.0 -0.1 0.0
C -2.14631 3.51943 0.71247 0.0 -0.1 0.0
C -2.92139 3.16586 1.80844 0.0 0.0 0.0
C -2.97387 1.83628 2.21208 0.0 0.0 0.0
C -2.24940 0.89824 1.49833 0.0 0.0 -0.1
N -1.51172 1.24268 0.44368 -0.1 0.2 0.1
C -2.15197 -0.57504 1.78249 0.0 -0.1 0.0
O -2.84486 -1.14035 2.72799 0.0 0.1 0.0
O -1.40036 -1.26144 1.10103 0.0 0.1 0.1
H 0.10886 4.00662 -2.32276 -0.1 0.0 0.1
H -2.07578 4.54202 0.37167 0.0 0.0 0.0
H -3.47626 3.91970 2.35044 0.0 0.0 0.0
H -3.56821 1.56462 3.07416 0.0 0.0 0.0
H -3.44162 -0.54288 3.20590 0.1 -0.1 0.0
C 3.47313 0.05526 1.51995 0.0 0.0 0.0
C 2.18680 -0.05204 0.78922 0.0 0.2 0.2
O 2.04476 -0.81077 -0.23264 0.1 0.1 0.1
O 1.16688 0.62058 1.11431 0.1 0.0 0.0
H 4.11854 -0.78975 1.29868 0.0 0.0 0.0
H 3.28468 0.13128 2.58891 0.0 0.0 0.0
H 3.97162 0.97271 1.20085 0.0 0.0 0.0
C 1.94595 -4.90579 -3.38391 0.0 0.1 0.0
O 1.06363 -3.74527 -3.26116 0.0 0.0 0.2
C 1.16508 -2.95043 -2.24703 0.1 -0.1 -0.2
S 2.32349 -3.20300 -1.05047 0.0 -0.1 0.0
S 0.03455 -1.65487 -2.35590 -0.2 0.3 -0.1
H 1.58925 -5.43056 -4.26278 0.0 0.0 0.0
H 1.84275 -5.52609 -2.49383 0.0 0.0 0.0
H 2.96603 -4.55100 -3.52335 0.0 0.0 0.0
```
Forces are in eV/Å.

Computed properties:
- Total charge: +2
- Expectation value of S²: 8.77
- Spin multiplicity: 6
- Energy: -1907.2536 a.u.
- Energy relative to the best compared isomer or geometry (same formula, charge and spin): 0.0 kcal per mole

=====

No. 7
Computed, not measured: a structure of composition C11H11MoNO2, with ωB97M-V/def2-TZVPD.

Geometry as XYZ:
```
26
Properties=species:S:1:pos:R:3:forces:R:3
Mo -0.48074 -0.12132 0.04355 3.3 1.8 1.9
C 0.41762 -0.34242 -1.94155 -0.1 0.2 0.0
H 1.44925 -0.43096 -1.56929 0.0 0.2 0.6
H 0.23883 -1.28912 -2.46721 -0.6 0.0 0.2
H 0.43505 0.48668 -2.65111 -0.3 0.0 0.1
H -1.37252 0.10852 -1.53408 -0.5 0.0 0.5
H -2.02033 0.00210 -0.73926 0.3 0.4 -1.8
O 1.51460 3.50868 1.22170 -1.4 -3.3 -1.2
C 0.96397 2.40928 1.06252 1.2 3.9 2.7
O 0.79422 1.73560 -0.03094 -2.1 -2.9 -1.6
C 0.40967 1.72088 2.28281 -0.5 -0.5 0.9
C 0.38300 2.25372 3.58594 0.3 -0.1 -0.9
C -0.10967 1.47463 4.61527 0.1 0.1 0.1
C -0.54636 0.15522 4.38629 -0.1 -0.4 -1.4
C -1.02397 -0.72324 5.37325 -0.2 -0.2 0.6
C -1.44070 -2.00503 5.05218 0.2 0.4 -0.1
C -1.40281 -2.45706 3.71532 0.0 0.1 -0.7
C -0.94828 -1.62169 2.69264 -0.2 0.1 0.8
C -0.51922 -0.32826 3.02980 -0.3 0.1 0.4
N -0.08509 0.49878 2.02580 0.7 0.4 -0.9
H 0.75542 3.26794 3.70848 0.0 -0.2 0.1
H -0.16149 1.86146 5.63220 0.1 0.0 -0.2
H -1.04954 -0.34927 6.40923 0.0 -0.4 -0.5
H -1.79581 -2.66855 5.83704 0.1 0.1 -0.2
H -1.72965 -3.46945 3.48293 0.1 0.2 0.1
H -0.90133 -1.94705 1.62940 0.1 -0.3 0.4
```
Forces are in eV/Å.

Computed properties:
- Total charge: +2
- Expectation value of S²: 2.07
- Spin multiplicity: 3
- Energy: -698.3466 a.u.

=====

No. 8
Computed, not measured: a cluster of 2 separate species, C11H11N in total, with ωB97M-V/def2-TZVPD.

Geometry as XYZ:
```
23
Properties=species:S:1:pos:R:3:forces:R:3
C -0.07676 1.96914 3.60097 -0.3 3.0 -1.0
C 0.51835 0.86399 4.03051 0.5 0.8 4.3
C 0.81431 -0.25351 3.24835 -0.1 -2.4 1.4
C 0.39260 -0.23287 1.96046 -0.9 2.2 -2.0
C 0.01712 1.19807 1.53650 -0.1 -4.2 -3.3
C -0.31622 -0.57233 -4.01231 0.3 -0.6 -0.6
C -0.55855 0.51827 -3.17889 0.7 -0.1 0.0
C -0.47464 0.35277 -1.79859 -0.4 -0.4 0.1
C -0.28773 -0.91440 -1.23285 0.4 0.7 -0.7
C -0.03061 -1.98719 -2.07173 0.1 -0.7 0.2
C -0.03422 -1.82603 -3.45447 -0.4 0.1 0.1
H -0.21769 2.92830 4.18469 -0.1 -1.7 -0.2
H 0.63056 1.06434 5.15354 0.6 -1.7 -1.4
H 1.20243 -1.18315 3.78589 -0.6 1.3 -1.0
H 0.19723 -1.11129 1.22658 1.2 1.8 2.1
H -0.10416 1.49794 0.46933 0.3 -1.1 0.9
H -0.26023 -0.48756 -5.11730 -0.3 0.2 0.9
H -0.67330 1.51146 -3.60209 -0.1 -0.1 0.1
H -0.56768 1.20031 -1.13016 -0.2 0.0 -0.5
H -0.22904 -0.99991 -0.16068 -0.3 -0.1 -0.7
H 0.21937 -2.97927 -1.65610 -0.3 0.6 -0.2
H 0.11738 -2.71926 -4.06505 0.1 0.5 0.0
N -0.27854 2.16216 2.28342 -0.2 2.0 1.5
```
Forces are in eV/Å.

Computed properties:
- SMILES string: c1ccccc1.c1ccncc1
- Energy: -480.4303 a.u.
- Energy relative to the best compared isomer or geometry (same formula, charge and spin): 62.3 kcal per mole